P | DFT (ωB97M-V/def2-TZVPD) results for 2 unconnected molecules or ions with the total composition C3H7N3.

```
13
C3H7N3 | the OMol25 dataset | ωB97M-V/def2-TZVPD
C 1.14792 1.13916 1.54753
C 0.48829 0.17187 0.60680
C -1.03054 -1.13826 -1.52997
H 0.24419 1.59667 2.24784
H 1.48506 0.43923 2.41029
H 1.82619 1.87822 1.11734
H 1.08872 -1.59017 1.49566
H 0.36185 1.76666 -0.70208
H -0.93942 -2.14744 -0.96853
H -1.79824 -1.29878 -2.31531
N 0.49421 -1.10032 0.75227
N -0.46879 0.70615 -0.28603
N -0.86862 0.15403 -1.47072
```

The multiplicity is 1. The calculation puts the HOMO-LUMO gap at 9.602 eV.

---

Q | DFT (ωB97M-V/def2-TZVPD) results for C3H7N3 in the gas phase.

```
13
C3H7N3 | the OMol25 dataset | ωB97M-V/def2-TZVPD
H -3.07549 -0.39634 -0.26912
N -2.67570 0.43140 0.08697
C -1.37434 0.42046 0.11483
C -0.25890 -0.45172 -0.59001
C 0.70860 -1.15642 0.31735
N 1.15803 -0.11055 -0.52861
N 1.48689 1.12217 0.13591
H -0.94791 1.26076 0.61969
H -0.53904 -0.76878 -1.58701
H 0.40201 -0.95833 1.32451
H 1.20520 -2.04657 0.06971
H 2.10501 0.90893 0.88107
H 1.80564 1.74500 -0.57530
```

The multiplicity is 1. As for the SMILES: [H]/N=C\[C@@H]1CN1N. The calculation puts the HOMO-LUMO gap at 9.711 eV.

---

R | DFT (ωB97M-V/def2-TZVPD) results for C3H7N3 in the gas phase.

```
13
C3H7N3 | the OMol25 dataset | ωB97M-V/def2-TZVPD
N 2.67924 1.53413 -0.42113
C 1.80554 0.84616 -0.10296
C 0.64910 0.03421 0.31979
N 0.88046 -1.37136 0.00515
C -0.60828 0.52616 -0.41625
N -1.80298 -0.03187 0.21031
H 0.49243 0.22779 1.39358
H 0.08180 -1.90002 0.34868
H 1.69668 -1.71413 0.50398
H -0.62830 1.62086 -0.38301
H -0.50582 0.22786 -1.46714
H -2.47787 0.69769 0.40806
H -2.26199 -0.69748 -0.39906
```

The multiplicity is 1. As for the SMILES: N#C[C@H](N)CN. The calculation puts the HOMO-LUMO gap at 10.763 eV.

---

Which is most stable, and by how much? R, by 278.3 kJ/mol.

---

P | DFT (ωB97M-V/def2-TZVPD) results for 3 unconnected molecules or ions with the total composition CH9NO3.

```
14
CH9NO3 | the OMol25 dataset | ωB97M-V/def2-TZVPD
N -1.60053 -0.54238 0.70203
C -1.63668 0.74236 -0.05525
O -0.95575 1.61489 0.80073
H -0.95410 -0.59759 1.29643
H -2.49977 -0.72040 1.31301
H -0.95816 0.45980 -0.91842
H -2.58738 1.11759 -0.40165
H -1.35579 2.41795 1.15117
O 2.34080 -1.37252 0.30661
H 2.92631 -0.62346 0.52977
H 1.61620 -1.23517 0.75544
O 2.07629 -0.11106 -1.88942
H 1.13623 -0.18958 -1.96417
H 2.45233 -0.96044 -1.62626
```

The multiplicity is 1. As for the SMILES: NCO.O.O. The calculation puts the HOMO-LUMO gap at 10.286 eV.

---

Q | DFT (ωB97M-V/def2-TZVPD) results for 4 unconnected molecules or ions with the total composition CH9NO3.

```
14
CH9NO3 | the OMol25 dataset | ωB97M-V/def2-TZVPD
C -1.38060 3.26124 -3.02117
N -1.99455 4.18254 -3.69015
H -0.60351 3.58146 -2.25114
H -1.52679 2.24335 -3.34665
H -2.40258 4.84802 -3.08571
O 0.74966 -3.94503 3.34456
H 1.31570 -4.09500 4.09159
H 0.44795 -4.88312 3.25696
O 0.20449 -0.19153 -1.22248
H 0.17234 -0.63378 -0.40339
H 0.45049 -0.97279 -1.81867
O 1.85562 -1.07077 2.45528
H 1.64527 -0.57616 3.24249
H 1.06650 -1.74844 2.44848
```

The multiplicity is 1. As for the SMILES: C=N.O.O.O. The calculation puts the HOMO-LUMO gap at 9.388 eV.

---

Which is most stable, and by how much? P, by 23.6 kJ/mol.

---

P | DFT (ωB97M-V/def2-TZVPD) results for 2 unconnected molecules or ions with the total composition C2H3IO.

```
7
C2H3IO | the OMol25 dataset | ωB97M-V/def2-TZVPD
C 1.49416 0.41999 -0.45712
C 1.48781 -0.82616 -0.13091
O 1.48251 -1.95060 0.16489
H 0.81568 1.09877 0.02924
H 2.14466 0.81089 -1.21144
I -4.07382 0.35797 0.11701
H -3.35100 0.08915 1.48832
```

The multiplicity is 1. As for the SMILES: C=C=O.I. The calculation puts the HOMO-LUMO gap at 10.037 eV.

---

Q | DFT (ωB97M-V/def2-TZVPD) results for a molecular structure, C2H3IO.

```
7
C2H3IO | the OMol25 dataset | ωB97M-V/def2-TZVPD
C -0.57391 0.20364 -0.62186
C -0.25990 -0.21803 0.57371
O 1.02206 -0.43851 1.10474
I 2.52178 0.12949 -0.04316
H -1.65028 0.26664 -0.84881
H -0.02277 0.54260 -1.49841
H -1.03697 -0.48584 1.33379
```

The multiplicity is 1. The calculation puts the HOMO-LUMO gap at 8.592 eV.

---

Which is most stable, and by how much? P, by 76.3 kJ/mol.

---

P | DFT (ωB97M-V/def2-TZVPD) results for C5H7NS in the gas phase.

```
14
C5H7NS | the OMol25 dataset | ωB97M-V/def2-TZVPD
S -1.00236 -2.12200 -0.41098
C -0.22423 -0.74699 -0.00227
C 0.10844 -0.03247 1.36131
C 0.14794 1.39446 0.72637
N 0.93756 2.41779 0.21395
C 0.96069 1.14442 -0.41395
C 0.14188 0.29098 -1.13260
H 0.90852 -0.41318 1.92704
H -0.70139 -0.13354 2.17620
H -0.88055 1.65082 0.66509
H 1.82697 2.80243 0.52362
H 1.74540 0.55845 -0.11333
H -0.84026 0.75808 -1.54741
H 0.60784 -0.49805 -1.78636
```

The multiplicity is 1. As for the SMILES: S=C1C[C@H]2N[C@@H]2C1. The calculation puts the HOMO-LUMO gap at 8.385 eV.

---

Q | DFT (ωB97M-V/def2-TZVPD) results for a molecular structure, C5H7NS.

```
14
C5H7NS | the OMol25 dataset | ωB97M-V/def2-TZVPD
C 0.35086 -0.46244 1.02969
C 0.46024 0.90003 0.37673
C 0.27775 -0.87993 -0.29526
C -0.94689 -0.43480 -0.88671
C -0.86389 0.99230 -0.33525
H 1.28362 -0.71930 1.45437
H -0.47212 -0.79463 1.53090
H 1.02830 1.70654 1.02879
H 2.06706 0.10870 -0.13836
H 0.52983 -1.90700 -0.53111
H -1.30460 -0.65710 -1.86226
H -1.28802 1.99222 -0.84597
N 1.25203 0.19723 -0.71796
S -2.37417 -0.04182 0.19240
```

The multiplicity is 1. The calculation puts the HOMO-LUMO gap at 9.618 eV.

---

R | DFT (ωB97M-V/def2-TZVPD) results for C5H7NS in the gas phase.

```
14
C5H7NS | the OMol25 dataset | ωB97M-V/def2-TZVPD
C -1.69171 -0.33630 1.78327
C -1.08431 0.49543 0.94240
N -0.08168 0.15606 0.03224
C 0.64764 0.99570 -0.92149
C 1.40522 -0.28079 -1.34764
C 0.56470 -1.00165 -0.30758
S 0.44775 -2.54539 0.21446
H -2.44896 0.04790 2.44797
H -1.45435 -1.37156 1.83892
H -1.29034 1.56852 0.91851
H 1.25931 1.72940 -0.43136
H 0.01402 1.46006 -1.67483
H 2.46687 -0.28324 -1.12388
H 1.24583 -0.63414 -2.37099
```

The multiplicity is 1. As for the SMILES: C=CN1CCC1=S. The calculation puts the HOMO-LUMO gap at 8.999 eV.

---

Which is most stable, and by how much? R, by 256.7 kJ/mol.

---

P | DFT (ωB97M-V/def2-TZVPD) results for 2 unconnected molecules or ions with the total composition C5H7NS.

```
14
C5H7NS | the OMol25 dataset | ωB97M-V/def2-TZVPD
N -1.85255 -2.00593 -0.61095
C -1.27230 -1.40929 0.30601
C -0.60315 -0.87140 1.22432
C -0.50155 -0.36584 2.61611
S 1.12014 -0.54788 1.57706
H -2.16839 -1.53741 -1.45649
H -0.73166 0.74886 2.79895
H -0.71223 -1.09200 3.39555
C 1.46606 1.28967 -2.17881
C 0.76785 1.12921 -1.09708
H 1.74714 0.38613 -2.64536
H 1.75029 2.12580 -2.72959
H 0.59382 2.00972 -0.40807
H 0.39653 0.14036 -0.79162
```

The multiplicity is 1. As for the SMILES: N=C=C1CS1.C=C. The calculation puts the HOMO-LUMO gap at 8.669 eV.

---

Q | DFT (ωB97M-V/def2-TZVPD) results for C5H7NS in the gas phase.

```
14
C5H7NS | the OMol25 dataset | ωB97M-V/def2-TZVPD
C 2.82488 -0.82529 0.00518
C 1.61466 -1.06109 0.01265
C 0.17808 -1.05612 -0.09262
S -0.58567 -2.56567 -0.09822
N -0.40912 0.12392 -0.02157
C -1.91442 0.02447 0.08677
C 0.24401 1.40848 -0.17018
H 3.94305 -1.06319 0.32958
H -2.22863 -0.61626 -0.65066
H -2.27509 -0.58679 0.96851
H -2.57077 0.97096 0.13211
H 1.24049 1.13177 -0.06733
H -0.10534 2.11612 0.61145
H 0.04388 1.99868 -1.04567
```

The multiplicity is 1. As for the SMILES: C#CC(=S)N(C)C. The calculation puts the HOMO-LUMO gap at 8.367 eV.

---

Which is most stable, and by how much? Q, by 74.3 kJ/mol.

---

P | DFT (ωB97M-V/def2-TZVPD) results for 5 unconnected molecules or ions with the total composition C4H16ClO4.

```
25
C4H16ClO4 | the OMol25 dataset | ωB97M-V/def2-TZVPD
Cl -1.25143 -1.09053 -1.25632
C 2.74158 -4.86370 -3.68355
O 1.54157 -4.27633 -4.20686
H 2.94758 -5.77575 -4.24376
H 3.61349 -4.23930 -3.87847
H 2.66935 -5.26232 -2.67163
H 1.60791 -3.34476 -3.98461
C -2.51137 0.14081 4.30534
O -3.30389 0.16348 3.13685
H -1.87597 -0.74174 4.37940
H -1.83542 0.99202 4.22385
H -3.15055 0.14747 5.18823
H -2.74165 0.02790 2.37062
C -3.30146 4.21738 -0.77543
O -3.10184 5.53673 -0.73972
H -4.03695 3.84610 -0.06178
H -3.78989 3.91010 -1.70017
H -2.36419 3.66267 -0.73187
H -3.55001 5.90573 -1.50431
C 3.94064 0.06925 1.09109
O 2.98884 0.96906 0.66939
H 3.44677 -0.65441 1.73955
H 4.38266 -0.38789 0.20580
H 4.73083 0.60900 1.61296
H 2.20339 0.43902 0.51538
```

The multiplicity is 1. The calculation puts the HOMO-LUMO gap at 6.827 eV. Its total charge is -1.

---

Q | DFT (ωB97M-V/def2-TZVPD) results for 5 unconnected molecules or ions with the total composition C4H16ClO4.

```
25
C4H16ClO4 | the OMol25 dataset | ωB97M-V/def2-TZVPD
Cl 0.14520 -0.04911 0.84008
C 0.82168 3.80552 0.80014
O 1.11037 2.97914 1.91048
H 1.37367 3.48114 -0.08920
H -0.24470 3.81275 0.55842
H 1.17643 4.80897 1.03832
H 0.89434 2.06507 1.65325
C -1.38606 -2.15892 -1.97079
O -1.69125 -2.34452 -0.60981
H -1.45206 -1.10697 -2.26731
H -0.38758 -2.54180 -2.22432
H -2.09235 -2.76014 -2.55082
H -1.09979 -1.78399 -0.07680
C 0.85383 -3.62110 2.68977
O 1.65474 -2.63913 2.04455
H -0.14921 -3.59455 2.25387
H 1.33903 -4.58262 2.53893
H 0.74464 -3.39736 3.75692
H 1.07926 -1.90882 1.74651
C -0.71763 2.08355 -2.19346
O 0.60323 1.61807 -2.00193
H -1.33611 1.38691 -2.76754
H -1.21228 2.22614 -1.22925
H -0.65587 3.03840 -2.71691
H 0.62845 1.18339 -1.13311
```

The multiplicity is 1. The calculation puts the HOMO-LUMO gap at 9.371 eV. Its total charge is -1.

---

Which is most stable, and by how much? Q, by 215.8 kJ/mol.

---

P | DFT (ωB97M-V/def2-TZVPD) results for 2 unconnected molecules or ions with the total composition C3H7IN.

```
12
C3H7IN | the OMol25 dataset | ωB97M-V/def2-TZVPD
C 0.59728 -0.05722 -0.32328
C 2.36991 -0.59411 0.71600
C -0.57680 0.49943 0.32755
N -1.82803 0.13447 -0.45945
I 3.92610 -1.17616 -0.41848
H 0.53164 -0.77366 -1.12093
H 2.51674 0.04917 1.56850
H -0.68900 0.18019 1.36982
H -0.51884 1.59676 0.33199
H -2.02065 -0.87322 -0.38476
H -1.65158 0.35154 -1.45152
H -2.65677 0.66281 -0.15545
```

The multiplicity is 1. The calculation puts the HOMO-LUMO gap (alpha / beta) at 8.546 / 7.548 eV. Its total charge is +1.

---

Q | DFT (ωB97M-V/def2-TZVPD) results for a gas-phase ion, C3H7IN (charge +1).

```
12
C3H7IN | the OMol25 dataset | ωB97M-V/def2-TZVPD
C -1.21494 0.05143 0.52803
C -1.35833 1.43574 0.02041
C 2.30323 -1.74728 -0.03907
N -0.38265 0.50668 -0.58425
I 1.97570 0.21532 -0.12887
H -0.73318 -0.01748 1.39164
H -2.08010 -0.54088 0.26046
H -2.09569 1.84824 -0.54690
H -0.85268 2.20589 0.55816
H 2.75103 -2.04187 -0.95223
H 2.18335 -2.04941 0.99804
H -0.49573 0.13363 -1.50542
```

The multiplicity is 1. The calculation puts the HOMO-LUMO gap (alpha / beta) at 7.785 / 7.818 eV. Its total charge is +1.

---

Which is most stable, and by how much? Q, by 111.6 kJ/mol.

---

P | DFT (ωB97M-V/def2-TZVPD) results for a molecular structure, C4H9FO.

```
15
C4H9FO | the OMol25 dataset | ωB97M-V/def2-TZVPD
C 1.29780 2.24123 0.36889
C 0.77954 0.73299 0.65345
C -0.06249 0.03799 -0.29217
C -0.51106 -1.19530 0.56486
H 0.14115 2.49536 -0.50123
H 2.49207 2.19663 -0.29485
H 1.34563 2.85998 1.62669
H 1.81709 0.18155 0.92096
H -0.28376 0.84290 1.39306
H -1.04158 0.55743 -0.06953
H 0.25003 -2.05535 0.66814
H -0.74808 -0.82859 1.63536
H -2.77044 -2.13806 1.09749
O -1.74485 -1.62006 0.00349
F 0.41488 -0.22809 -1.58602
```

The multiplicity is 1. The calculation puts the HOMO-LUMO gap at 9.014 eV.

---

Q | DFT (ωB97M-V/def2-TZVPD) results for 2 unconnected molecules or ions with the total composition C4H9FO.

```
15
C4H9FO | the OMol25 dataset | ωB97M-V/def2-TZVPD
C 0.12141 0.71974 1.27479
C 0.28269 0.68773 -1.36378
C -0.44939 -1.41165 -0.06444
C 0.10148 -0.01038 -0.00581
O 2.45572 -0.82408 0.03697
F 3.07431 0.26646 0.51572
H 0.82859 1.44715 1.09922
H -0.99870 0.95234 1.29176
H 0.46480 -0.04678 1.94144
H 0.63056 1.71114 -1.06823
H -0.67405 0.82818 -1.90962
H 0.96199 0.01958 -1.84033
H -0.60258 -1.89094 0.84493
H -1.32890 -1.42773 -0.73534
H 0.29737 -2.17449 -0.61725
```

The multiplicity is 1. The calculation puts the HOMO-LUMO gap (alpha / beta) at 8.533 / 7.097 eV.

---

Which is most stable, and by how much? Q, by 263.7 kJ/mol.